[1]
The following is a quantum chemistry calculation of a molecular structure, C4H7F3I2O9P2Tl, from the Open Molecules 2025 dataset.

## Properties
HOMO = -12.124 eV
molar mass = 776.22 g mol⁻¹
maximum force = 1.7 eV/A
charge = +1
ΔE to the lowest compared entry with this formula, charge and spin = 1.34 kcal/mol

CARTESIAN COORDINATES (ANGSTROEM)
Tl  1.750  -2.427  -1.670
C  1.373  1.859  0.983
C  0.139  1.008  1.139
O  -0.701  1.558  2.054
P  0.517  -0.746  1.601
O  1.108  -0.525  3.042
O  -0.940  -1.352  1.807
O  1.348  -1.584  0.712
P  -0.063  0.880  -1.562
O  -0.107  2.313  -2.141
O  -0.616  0.886  -0.093
O  1.161  0.146  -1.846
H  1.939  1.795  1.910
H  1.086  2.896  0.817
H  1.969  1.503  0.146
H  -1.497  1.016  2.163
H  1.512  -1.277  3.477
H  -1.090  -2.219  1.426
H  -0.890  2.851  -1.994
I  4.298  -0.217  -1.140
I  6.372  -1.877  -1.429
F  -3.871  -2.132  -1.421
C  -3.275  -0.974  -1.194
F  -3.277  -0.765  0.135
F  -3.972  0.001  -1.752
C  -1.781  -0.954  -1.631
O  -1.449  0.191  -2.185
O  -1.043  -1.853  -1.356

---

[2]
The following is a quantum chemistry calculation of 2 unconnected molecules or ions with the total composition C4H7F3NO3S, from the Open Molecules 2025 dataset.

## Properties
HOMO (spin up / spin down) = -14.779 / -14.770 eV
molar mass = 206.17 g mol⁻¹
maximum force = 5.8 eV/A
charge = +1
ΔE to the lowest compared entry with this formula, charge and spin = 0.00 kcal/mol

CARTESIAN COORDINATES (ANGSTROEM)
C  -0.697  -2.054  0.663
C  -0.365  -0.756  1.366
C  -1.350  0.336  1.094
C  1.559  0.625  -2.030
N  -1.007  0.677  -0.191
O  -1.255  0.225  -1.253
O  0.931  3.315  -0.929
O  1.798  1.642  0.674
F  0.651  0.671  -2.976
F  1.543  -0.547  -1.476
F  2.706  0.948  -2.471
S  1.087  1.951  -0.534
H  0.220  -2.640  0.392
H  -1.433  -2.671  1.311
H  -1.217  -1.845  -0.375
H  0.742  -0.332  1.245
H  -0.474  -0.945  2.502
H  -2.327  0.126  1.193
H  -1.113  1.275  1.795

---

[3]
The following is a quantum chemistry calculation of C4H7FN2S in the gas phase, from the Open Molecules 2025 dataset.

## Properties
HOMO = -8.661 eV
molar mass = 134.18 g mol⁻¹
maximum force = 5.4 eV/A
charge = 0
ΔE to the lowest compared entry with this formula, charge and spin = 84.59 kcal/mol

CARTESIAN COORDINATES (ANGSTROEM)
N  -1.969  -1.823  -0.448
N  -0.593  -1.685  -0.342
C  0.319  -0.776  -0.008
S  1.899  -1.294  -0.074
C  -0.370  0.490  0.411
C  0.311  1.541  1.241
C  0.024  1.924  -0.201
F  -1.113  2.812  -0.404
H  -2.397  -1.274  0.440
H  -2.093  -1.241  -1.221
H  -0.131  -2.382  -0.886
H  -1.484  0.354  0.831
H  -0.270  2.015  1.888
H  1.403  1.365  1.474
H  0.830  2.048  -0.836

---

[4]
The following is a quantum chemistry calculation of C4H7FO in the gas phase, from the Open Molecules 2025 dataset.

## Properties
HOMO = -9.748 eV
molar mass = 90.10 g mol⁻¹
maximum force = 2.6 eV/A
charge = 0
ΔE to the lowest compared entry with this formula, charge and spin = 32.85 kcal/mol

CARTESIAN COORDINATES (ANGSTROEM)
C  1.767  -0.827  -0.121
O  1.288  0.409  -0.602
C  0.213  0.865  0.181
C  -0.959  -0.010  0.182
C  -2.179  0.319  -0.278
F  -3.198  -0.521  -0.214
H  2.709  -0.950  -0.643
H  1.900  -0.795  0.946
H  1.142  -1.617  -0.441
H  0.549  0.965  1.215
H  -0.013  1.878  -0.155
H  -0.836  -0.997  0.636
H  -2.382  1.281  -0.706

---

[5]
The following is a quantum chemistry calculation of C4H7FO2S in the gas phase, from the Open Molecules 2025 dataset.

## Properties
HOMO = -9.479 eV
molar mass = 138.16 g mol⁻¹
maximum force = 3.9 eV/A
charge = 0
ΔE to the lowest compared entry with this formula, charge and spin = 80.50 kcal/mol

CARTESIAN COORDINATES (ANGSTROEM)
C  1.453  -0.801  -1.097
C  0.058  -1.012  -0.467
C  -0.942  0.131  -0.463
C  -0.698  1.374  0.255
F  0.429  2.110  -0.058
S  -0.694  1.055  1.986
O  0.006  1.988  2.833
O  -1.829  0.354  2.454
H  1.628  -1.160  -2.158
H  1.760  0.208  -1.056
H  2.225  -1.217  -0.328
H  0.227  -1.100  0.588
H  -0.546  -1.998  -0.763
H  -1.141  0.321  -1.555
H  -1.936  -0.253  -0.170

---

[6]
The following is a quantum chemistry calculation of C4H7IN2O in the gas phase, from the Open Molecules 2025 dataset.

## Properties
HOMO (spin up / spin down) = -7.795 / -8.511 eV
molar mass = 226.02 g mol⁻¹
maximum force = 4.2 eV/A
charge = 0
ΔE to the lowest compared entry with this formula, charge and spin = 83.62 kcal/mol

CARTESIAN COORDINATES (ANGSTROEM)
C  1.182  0.421  -0.039
C  1.132  -1.142  -0.157
C  -0.438  -1.491  -0.351
C  -1.360  -0.559  0.368
N  0.090  1.154  -0.469
N  -0.127  2.304  0.232
O  2.125  0.968  0.518
I  -3.203  -0.073  -0.347
H  1.567  -1.612  -1.162
H  1.599  -1.562  0.697
H  -0.652  -1.084  -1.405
H  -0.691  -2.502  -0.245
H  -1.250  -0.270  1.438
H  -0.411  3.170  -0.187
H  0.437  2.277  1.109